#w
# C3H9NS2

A cluster of 2 separate species, C3H9NS2 in total (ωB97M-V/def2-TZVPD, the Open Molecules 2025 dataset).

Each line ends with the Mulliken charge.
Atoms and positions in Å:
C: 0.17835 -0.67848 3.91928  -0.837
C: -0.36874 0.20288 3.09552  0.146
N: -0.77739 -0.03241 1.78937  -0.427
H: 0.36604 -1.67876 3.53633  0.179
H: 0.63157 -0.55760 4.88854  0.262
H: -0.76853 1.14107 3.46249  0.282
H: -0.63070 -0.97216 1.45903  0.187
H: -0.66983 0.69608 1.11109  0.208
C: 1.03955 0.85710 -2.94929  -0.684
S: -0.11691 0.77980 -4.29908  -0.027
S: -1.50735 -0.62334 -3.80117  -0.222
H: 1.65150 1.75008 -3.06258  0.279
H: 1.66442 -0.00927 -2.78490  0.323
H: 0.62441 0.93628 -1.96548  0.181
H: -1.31639 -1.81127 -4.39914  0.150

Results
SMILES: C=CN.CSS
HOMO energy in eV: -8.345
Multiplicity: 1
HOMO-LUMO gap in eV: 8.829

#x
# C3H9NS2

An isolated molecule of C3H9NS2 (ωB97M-V/def2-TZVPD, the Open Molecules 2025 dataset).

Each line ends with the Mulliken charge.
Atoms and positions in Å:
C: -2.66213 0.46750 -0.32238  -0.731
S: -1.14335 1.42126 -0.00438  -0.122
S: -0.14375 -0.26109 -1.59524  -0.104
C: 0.58588 -1.01089 -0.20660  -0.607
C: 1.41220 -0.19187 0.74817  -0.617
N: 2.42950 0.69126 0.16850  -0.583
H: -3.33707 0.84096 -1.12723  0.254
H: -2.33656 -0.51125 -0.33923  0.317
H: -3.04905 0.55602 0.75896  0.290
H: 1.18544 -1.86546 -0.51396  0.426
H: -0.21063 -1.42952 0.39633  0.305
H: 1.88186 -0.88579 1.48319  0.318
H: 0.66758 0.42443 1.32438  0.316
H: 2.01046 1.51862 -0.07706  0.296
H: 2.70962 0.23581 -0.69347  0.243

Results
SMILES: CSSCCN
HOMO energy in eV: -9.014
Multiplicity: 1
HOMO-LUMO gap in eV: 7.752

Which one sits at the top of the stability order? #w does.

#w
# C3H9NS2

An isolated molecule of C3H9NS2 (ωB97M-V/def2-TZVPD, the Open Molecules 2025 dataset).

Each line ends with the Mulliken charge.
Atoms and positions in Å:
N: -0.20731 2.18045 -0.84371  -0.426
C: -0.06264 0.75191 -1.33836  -0.584
C: -0.72646 -0.36551 -0.49635  -0.731
C: -0.46361 -0.49290 0.90648  -0.277
S: 0.14767 -2.04904 1.24934  -0.117
S: 2.06801 -2.38902 1.59658  -0.201
H: -0.91425 2.35446 -0.29726  0.174
H: 0.55309 2.79350 -0.71857  0.169
H: 0.94578 0.61122 -1.51049  0.376
H: -0.45316 0.61825 -2.52390  0.183
H: -0.47866 -1.30125 -1.01781  0.414
H: -1.83533 -0.40440 -0.56149  0.321
H: -1.31543 -0.22890 1.42412  0.321
H: 0.39401 0.34666 1.17802  0.242
H: 2.34829 -2.42541 2.95339  0.136

Results
SMILES: NCCCSS
HOMO energy in eV: -8.791
Multiplicity: 1
HOMO-LUMO gap in eV: 9.319

#x
# C3H9NS2

A cluster of 2 separate species, C3H9NS2 in total (ωB97M-V/def2-TZVPD, the Open Molecules 2025 dataset).

Each line ends with the Mulliken charge.
Atoms and positions in Å:
C: 1.20698 0.70211 -1.05703  -0.846
C: 1.43244 -0.11505 -0.02872  0.256
N: 2.49544 -0.00429 0.86139  -0.512
H: 1.65943 1.68336 -1.08791  0.244
H: 0.34617 0.55288 -1.68906  0.238
H: 0.85165 -1.01777 0.10670  0.213
H: 2.88500 0.92635 0.91979  0.212
H: 2.34301 -0.47697 1.73694  0.231
C: -2.05053 -1.14031 -0.51940  -0.684
S: -2.75431 0.48437 -0.16365  -0.054
S: -1.75329 0.98051 1.57946  -0.213
H: -2.73918 -1.70968 -1.13511  0.333
H: -1.09573 -1.06696 -1.02228  0.126
H: -1.93758 -1.67139 0.42762  0.290
H: -0.88949 1.87284 1.07126  0.164

Results
SMILES: C=CN.CSS
HOMO energy in eV: -8.408
Multiplicity: 1
HOMO-LUMO gap in eV: 8.905

#y
# C3H9NS2

A cluster of 2 separate species, C3H9NS2 in total (ωB97M-V/def2-TZVPD, the Open Molecules 2025 dataset).

Each line ends with the Mulliken charge.
Atoms and positions in Å:
C: 0.11654 1.31155 1.44173  -0.799
C: -0.67336 2.09904 0.59895  0.165
N: -0.24301 2.62127 -0.62736  -0.445
H: 1.10155 0.95577 1.09445  0.228
H: -0.15566 1.03874 2.65961  0.174
H: -1.75230 2.09094 0.69805  0.293
H: 0.73413 2.45679 -1.01393  0.186
H: -0.88950 2.93616 -1.31825  0.203
C: 0.86691 -2.21855 0.18968  -0.559
S: -0.53366 -3.24921 -0.18723  -0.072
S: -1.36650 -1.85122 -1.57834  -0.230
H: 1.64827 -2.80192 0.72420  0.308
H: 1.39390 -1.80769 -0.71567  0.284
H: 0.52674 -1.31409 0.72013  0.110
H: -0.77405 -2.26759 -2.68602  0.155

Results
SMILES: C=CN.CSS
HOMO energy in eV: -8.018
Multiplicity: 1
HOMO-LUMO gap in eV: 8.353

Which one sits at the top of the stability order? #x does.

#w
# C3H9NS2

An isolated molecule of C3H9NS2 (ωB97M-V/def2-TZVPD, the Open Molecules 2025 dataset).

Each line ends with the Mulliken charge.
Atoms and positions in Å:
C: -2.38688 0.76157 1.77677  -1.343
C: -1.84849 0.39637 0.40802  0.127
N: -1.85425 1.50580 -0.51473  -0.554
C: -0.39438 -0.04359 0.67994  -0.830
S: 0.41648 -1.01701 -0.63564  -0.098
S: 2.39532 -0.36674 -0.44714  -0.217
H: -3.27959 1.38022 1.72900  0.368
H: -2.55551 -0.03504 2.48867  0.352
H: -1.62364 1.39755 2.24669  0.297
H: -2.26898 -0.49296 -0.06016  0.438
H: -1.99650 1.30578 -1.48636  0.236
H: -1.13019 2.17270 -0.30521  0.212
H: 0.23310 0.82337 0.87485  0.468
H: -0.38789 -0.70905 1.52969  0.386
H: 2.56351 -0.06501 -1.74259  0.157

Results
SMILES: C[C@@H](N)CSS
HOMO energy in eV: -8.544
Multiplicity: 1
HOMO-LUMO gap in eV: 9.022

#x
# C3H9NS2

An isolated molecule of C3H9NS2 (ωB97M-V/def2-TZVPD, the Open Molecules 2025 dataset).

Each line ends with the Mulliken charge.
Atoms and positions in Å:
N: -0.63081 3.12008 -1.32253  -0.468
C: -0.52051 1.78301 -1.89580  -0.520
C: -1.17917 0.75968 -0.96659  -0.633
C: -0.33738 0.38523 0.35968  -0.522
S: -0.31529 -1.36852 0.78847  -0.052
S: 1.59211 -1.81196 1.09400  -0.232
H: -0.89705 3.81899 -1.94055  0.192
H: -1.12516 3.25010 -0.45432  0.189
H: 0.59917 1.57242 -2.10224  0.214
H: -0.95853 1.88097 -2.83632  0.345
H: -1.19695 -0.26480 -1.56321  0.319
H: -2.17736 0.90206 -0.46709  0.340
H: -0.65665 1.06921 1.18650  0.342
H: 0.63473 0.68631 -0.02959  0.339
H: 1.98666 -1.43576 2.36117  0.146

Results
SMILES: NCCCSS
HOMO energy in eV: -8.997
Multiplicity: 1
HOMO-LUMO gap in eV: 9.625

Which one sits at the top of the stability order? #w does.

#w
# C3H12N2O

A cluster of 2 separate species, C3H12N2O in total (ωB97M-V/def2-TZVPD, the Open Molecules 2025 dataset).

Each line ends with the Mulliken charge.
Atoms and positions in Å:
C: -2.13551 -0.13172 -0.26445  -1.438
C: -0.68781 0.14635 -0.78198  0.378
N: 0.01825 -1.07562 -1.17537  -0.575
C: 0.05365 0.93349 0.28139  -0.617
N: 1.23328 1.61669 -0.22980  -0.614
H: -2.16081 -0.32275 0.80554  0.269
H: -2.68359 0.80081 -0.41894  0.363
H: -2.58057 -0.93940 -0.83480  0.421
H: -0.86190 0.70731 -1.69832  0.311
H: 0.41853 -1.52282 -0.35930  0.149
H: -0.57744 -1.76304 -1.61461  0.242
H: 0.25369 0.21514 1.07589  0.319
H: -0.66674 1.69072 0.59353  0.275
H: 1.44884 1.36578 -1.18569  0.265
H: 2.07637 1.41200 0.29601  0.270
O: 2.03713 -0.85479 2.07128  -0.627
H: 2.91171 -1.20083 2.29582  0.314
H: 1.90292 -1.07732 1.14379  0.295

Results
SMILES: C[C@H](N)CN.O
HOMO energy in eV: -9.025
Multiplicity: 1
HOMO-LUMO gap in eV: 9.759

#x
# C3H12N2O

A structure of composition C3H12N2O (ωB97M-V/def2-TZVPD, the Open Molecules 2025 dataset).

Each line ends with the Mulliken charge.
Atoms and positions in Å:
C: 2.14892 0.94191 -0.16812  -0.753
N: 1.38667 -0.22621 -0.56561  -0.615
O: 1.49963 -1.15831 0.51293  -0.417
H: 1.86543 -1.95992 0.11857  0.321
H: 0.18327 0.29569 -0.90276  0.540
H: 1.81148 1.37146 0.78359  0.254
H: 2.03505 1.68227 -0.95911  0.320
H: 3.20662 0.67634 -0.08058  0.256
C: -1.58731 -1.16681 -0.57870  -0.919
C: -1.15672 0.63795 1.03505  -0.916
N: -1.06334 0.16904 -0.33830  -0.438
H: -1.74017 0.97556 -1.04941  0.366
H: -2.65858 -1.23256 -0.36466  0.346
H: -1.02779 -1.86497 0.04378  0.328
H: -1.41832 -1.42832 -1.62105  0.340
H: -2.16862 0.53596 1.43933  0.340
H: -0.87704 1.68888 1.07227  0.331
H: -0.43919 0.06203 1.62277  0.316

Results
HOMO energy in eV: -6.727
Multiplicity: 1
HOMO-LUMO gap in eV: 7.394

#y
# C3H12N2O

A cluster of 2 separate species, C3H12N2O in total (ωB97M-V/def2-TZVPD, the Open Molecules 2025 dataset).

Each line ends with the Mulliken charge.
Atoms and positions in Å:
N: -1.35111 0.45261 -1.96110  -0.581
C: -0.79924 1.07759 -0.73729  -0.509
C: 0.28711 0.20721 -0.12350  -0.383
C: 1.33042 1.03075 0.66430  -0.553
N: 2.06572 0.16779 1.60524  -0.555
H: -0.62232 -0.07270 -2.42853  0.225
H: -1.65902 1.20449 -2.56518  0.237
H: -0.37901 2.03584 -1.05357  0.372
H: -1.65206 1.21809 -0.06701  0.253
H: 0.77188 -0.21960 -0.99942  0.223
H: -0.10467 -0.60162 0.48886  0.332
H: 2.04080 1.41126 -0.06483  0.242
H: 0.77717 1.74588 1.26071  0.315
H: 1.90084 -0.81652 1.45911  0.225
H: 1.99547 0.45505 2.56265  0.207
O: -1.19754 -2.44863 0.52824  -0.661
H: -1.77921 -3.12065 0.90482  0.298
H: -1.78210 -1.97187 -0.07571  0.315

Results
SMILES: NCCCN.O
HOMO energy in eV: -8.754
Multiplicity: 1
HOMO-LUMO gap in eV: 9.664

Which one sits at the top of the stability order? #w does.

#w
# C3H12N2O

A cluster of 2 separate species, C3H12N2O in total (ωB97M-V/def2-TZVPD, the Open Molecules 2025 dataset).

Each line ends with the Mulliken charge.
Atoms and positions in Å:
C: -2.15536 -0.50915 0.97131  -1.198
C: -1.15607 -0.34009 -0.28658  -0.274
N: 0.04669 0.45385 0.03918  -0.150
C: 0.71834 1.35989 -0.91152  -0.845
N: 1.74861 0.76975 -1.70080  -0.463
H: -2.79852 0.39369 1.01898  0.313
H: -2.88215 -1.35849 1.06963  0.324
H: -1.64365 -0.73410 1.93473  0.347
H: -1.62083 0.24741 -1.15300  0.243
H: -0.84950 -1.26265 -0.73076  0.268
H: -0.21820 0.73077 1.06792  0.254
H: 0.07274 1.90622 -1.58140  0.367
H: 0.96583 2.08440 -0.17890  0.392
H: 1.58709 -0.02450 -2.24276  0.222
H: 2.62037 0.68490 -1.19288  0.224
O: 1.62597 -1.86435 1.12729  -0.620
H: 2.37972 -1.66165 1.76880  0.337
H: 1.55892 -0.87590 0.98075  0.257

Results
SMILES: CCNCN.O
HOMO energy in eV: -8.750
Multiplicity: 1
HOMO-LUMO gap in eV: 9.630

#x
# C3H12N2O

A cluster of 2 separate species, C3H12N2O in total (ωB97M-V/def2-TZVPD, the Open Molecules 2025 dataset).

Each line ends with the Mulliken charge.
Atoms and positions in Å:
C: 0.89484 1.22131 -2.12715  -1.303
C: -0.27260 0.63687 -1.32221  -0.252
N: 0.17922 0.16821 -0.01195  -0.346
C: -0.94292 0.44804 1.05669  -0.603
N: -0.73251 -0.46240 2.14016  -0.624
H: 1.79894 0.63331 -1.99162  0.353
H: 1.13629 2.22851 -1.76826  0.335
H: 0.50636 1.31626 -3.13519  0.371
H: -1.11135 1.31385 -1.27001  0.308
H: -0.64858 -0.29001 -1.81554  0.258
H: 0.95979 0.70929 0.35045  0.244
H: -1.88411 0.28763 0.53952  0.446
H: -0.86350 1.46757 1.42455  0.321
H: -1.04129 -1.40893 2.02663  0.234
H: 0.25069 -0.42844 2.36584  0.298
O: 0.93384 -2.88086 1.15095  -0.685
H: 0.15875 -2.87601 1.73655  0.306
H: 0.67815 -2.08421 0.65058  0.338

Results
SMILES: CCNCN.O
HOMO energy in eV: -9.463
Multiplicity: 1
HOMO-LUMO gap in eV: 10.438

#y
# C3H12N2O

A cluster of 3 separate species, C3H12N2O in total (ωB97M-V/def2-TZVPD, the Open Molecules 2025 dataset).

Each line ends with the Mulliken charge.
Atoms and positions in Å:
C: 1.29122 0.24856 -1.58456  -0.326
N: 2.14426 0.66913 -0.77015  -0.502
H: 0.95018 0.76586 -2.48603  0.284
H: 0.84019 -0.71870 -1.38596  0.275
H: 2.53400 1.58667 -0.97084  0.189
C: -1.60133 0.93421 0.25849  -0.599
C: -2.13779 -0.30008 -0.45047  -0.787
H: -1.55088 1.78213 -0.42454  0.256
H: -2.25021 1.20473 1.08787  0.339
H: -0.61258 0.73720 0.65970  0.106
H: -1.57425 -0.50646 -1.35496  0.193
H: -2.06652 -1.16566 0.19984  0.228
H: -3.18132 -0.16207 -0.73374  0.343
N: 1.23561 -0.48672 1.87045  -0.406
O: 0.81779 -1.75746 1.40262  -0.400
H: 1.66928 0.01946 1.09540  0.195
H: 1.93353 -0.63036 2.60076  0.312
H: 1.55886 -2.22043 0.98610  0.297

Results
SMILES: C=N.CC.NO
HOMO energy in eV: -9.406
Multiplicity: 1
HOMO-LUMO gap in eV: 10.345

#z
# C3H12N2O

A cluster of 3 separate species, C3H12N2O in total (ωB97M-V/def2-TZVPD, the Open Molecules 2025 dataset).

Each line ends with the Mulliken charge.
Atoms and positions in Å:
C: -0.74424 -1.95794 3.56871  -0.439
C: -1.62468 -2.73273 4.19861  -0.457
H: -0.59577 -2.00014 2.49592  0.232
H: 0.00635 -1.42954 4.14666  0.217
H: -2.61539 -2.94024 3.80418  0.230
H: -1.45790 -3.07216 5.21420  0.217
N: 0.27231 1.78747 -0.73986  -0.481
C: 0.16732 2.78686 -1.74218  -0.101
O: 1.39207 3.53817 -1.87242  -0.506
H: -0.28848 0.95123 -0.79173  0.177
H: 0.43135 2.02879 0.22400  0.166
H: -0.02090 2.34252 -2.72197  0.251
H: -0.66787 3.49163 -1.60008  0.220
H: 1.84733 3.30414 -1.05117  0.273
N: 0.63063 -1.42070 -3.33431  -0.679
H: 0.77652 -2.15139 -2.63907  0.225
H: 1.31441 -0.70987 -3.05497  0.224
H: 1.17694 -1.81607 -4.10449  0.231

Results
SMILES: C=C.NCO.N
HOMO energy in eV: -9.380
Multiplicity: 1
HOMO-LUMO gap in eV: 10.053

Which one sits at the top of the stability order? #x does.

#w
# C3H12N2O

A cluster of 2 separate species, C3H12N2O in total (ωB97M-V/def2-TZVPD, the Open Molecules 2025 dataset).

Each line ends with the Mulliken charge.
Atoms and positions in Å:
C: -1.46942 -1.27716 -0.14306  -1.399
C: -0.45154 -0.02372 -0.13609  0.524
N: 0.90537 -0.26244 0.71738  -0.578
C: -1.19385 1.19078 0.43981  -0.620
N: -0.50564 2.13037 1.31394  -0.495
H: -2.35293 -0.91291 -0.59278  0.378
H: -1.10195 -2.19985 -0.61336  0.320
H: -1.75883 -1.50437 0.86436  0.391
H: -0.15479 0.10002 -1.19432  0.193
H: 1.76142 0.31557 0.53783  0.202
H: 0.92886 -0.63021 1.69928  0.179
H: -2.07725 0.89785 0.96817  0.292
H: -1.62756 1.72357 -0.45451  0.236
H: 0.44557 2.17512 1.38647  0.181
H: -0.92077 3.06321 1.18109  0.203
O: 3.43123 -1.30491 -1.68201  -0.615
H: 3.26049 -1.35721 -2.65682  0.305
H: 2.88159 -2.12370 -1.63538  0.303

Results
SMILES: C[C@H](N)CN.O
HOMO energy in eV: -8.577
Multiplicity: 1
HOMO-LUMO gap in eV: 9.389

#x
# C3H12N2O

A cluster of 3 separate species, C3H12N2O in total (ωB97M-V/def2-TZVPD, the Open Molecules 2025 dataset).

Each line ends with the Mulliken charge.
Atoms and positions in Å:
C: -0.26435 0.02059 2.98340  -0.498
C: -0.04501 1.33543 3.17804  -0.464
H: -0.20910 -0.12705 1.96803  0.266
H: -0.20851 -0.81656 3.78664  0.227
H: 0.03463 2.09274 2.38473  0.226
H: -0.04625 1.56945 4.21940  0.240
N: 2.91600 0.77509 -1.82941  -0.415
C: 2.18986 -0.47566 -1.76817  -0.283
O: 1.18425 -0.69068 -2.82943  -0.512
H: 3.81519 0.93666 -2.27586  0.209
H: 2.25158 1.59665 -1.92815  0.180
H: 2.98765 -1.19190 -1.83768  0.281
H: 1.89443 -0.89527 -0.79847  0.228
H: 0.47819 -0.11872 -2.54475  0.310
N: -3.99358 -1.03209 -0.73366  -0.660
H: -4.08809 -0.06818 -0.47954  0.212
H: -4.24550 -1.64127 0.08394  0.221
H: -4.65139 -1.26922 -1.57907  0.231

Results
SMILES: C=C.NCO.N
HOMO energy in eV: -9.330
Multiplicity: 1
HOMO-LUMO gap in eV: 10.066

Which one sits at the top of the stability order? #w does.